Molecular formula: C5H12NOS
Method: DFT, wB97M-V/def2-TZVPD

Calculated values
**Charge**: -1
**Energy relative to the best compared isomer or geometry (same formula, charge and spin)**: 172.1 kcal per mole
**F_max**: 3.775 eV Å⁻¹
**Frontier orbital gap**: 2.51 eV
**E_HOMO**: -0.1131 Ha

Element x y z (Å)
S 5.352 0.200 0.234
O -3.217 0.170 0.943
N -1.238 0.356 -1.200
C 2.234 -0.027 0.557
C -0.364 -0.031 -0.059
C -0.764 -1.364 0.485
C 1.117 0.237 -0.407
C -2.988 0.777 -0.192
H 1.419 -0.263 -1.406
H -0.651 0.680 0.724
H 2.314 -1.056 0.846
H -2.616 1.854 -0.101
H -0.308 -1.791 1.414
H 1.085 1.312 -0.708
H -0.661 0.849 -1.850
H 1.989 0.577 1.465
H 3.237 0.368 0.250
H -1.822 -1.222 0.563
H -0.540 -2.045 -0.396
H -3.577 0.418 -1.162